Run w
C4H16N3O | the ωB97M-V functional and the def2-TZVPD basis

HOMO level in eV: -13.03
2S+1: 1
E_LUMO in eV: -2.91
Orbital gap in eV: 10.1
Charge: +1

The geometry in XYZ format:
```
24
C4H16N3O, DFT the ωB97M-V functional and the def2-TZVPD basis
O -1.1991 1.8668 1.6711
N -0.8601 -0.6813 -2.7287
N 2.0747 -0.1345 1.5900
N 1.0104 0.4341 -1.1420
C -0.2803 0.0907 -0.4698
C 0.7065 -0.6995 1.7526
C -1.4068 -0.3746 -1.4216
C 0.0145 -1.0555 0.5037
H -2.1318 2.0310 1.5110
H 2.0239 0.8669 1.4944
H 0.1429 0.0315 2.3333
H -0.8937 2.4822 2.3478
H -0.9701 -1.4669 0.8121
H 0.7399 -1.5332 2.4583
H -2.1473 0.4517 -1.5578
H -0.2121 -1.4442 -2.8680
H 1.1754 1.4353 -1.1009
H -1.4212 -0.6930 -3.5694
H 1.8221 0.1060 -0.5261
H -0.6622 1.0829 -0.0706
H 2.7144 -0.4561 2.2990
H -2.1222 -1.1569 -1.1026
H 0.3144 -1.9388 -0.0640
H 1.2241 0.0653 -2.0921
```

These are the Löwdin partial charges, in e, on atoms 1 to 8:
1 O -0.05
2 N -0.02
3 N 0.01
4 N 0.19
5 C -0.29
6 C -0.26
7 C -0.22
8 C -0.18

=====

Run x
C4H16N3O | the ωB97M-V functional and the def2-TZVPD basis

HOMO level in eV: -12.98
2S+1: 1
E_LUMO in eV: -2.89
Orbital gap in eV: 10.1
Charge: +1

The geometry in XYZ format:
```
24
C4H16N3O, DFT the ωB97M-V functional and the def2-TZVPD basis
O -1.0327 -1.8658 -1.7911
N 1.0825 0.0970 0.5868
N -1.2165 -1.4862 0.8970
N 0.7881 0.8061 -2.3173
C -0.9521 -0.2762 1.7427
C 0.5494 -0.0771 1.9017
C 0.9064 1.4615 0.0587
C 0.1016 1.4395 -1.2020
H 0.9878 1.4883 -3.0161
H 0.6586 0.7339 2.6204
H -0.7935 0.8650 -0.9870
H -2.1597 -1.5993 0.6684
H -0.5785 -1.2150 -2.2922
H -0.2702 2.4411 -1.4717
H -1.5125 -0.3858 2.6388
H 1.7320 0.5302 -2.0394
H -0.8189 -2.7000 -2.2001
H 1.8506 1.9556 -0.0768
H 2.0808 -0.0876 0.6446
H -1.3115 0.5561 1.1813
H -0.6509 -1.4635 0.0101
H 0.9389 -0.9973 2.2830
H -0.8432 -2.3210 1.3734
H 0.4632 2.1005 0.7867
```

These are the Löwdin partial charges, in e, on atoms 1 to 8:
1 O -0.03
2 N -0.06
3 N 0.18
4 N 0.01
5 C -0.12
6 C -0.22
7 C -0.22
8 C -0.27

=====

It is run x that is the most stable of them.

=====

Run w
C4H13N3O2 | the ωB97M-V functional and the def2-TZVPD basis

HOMO level in eV: -9.42
2S+1: 1
E_LUMO in eV: 0.85
Orbital gap in eV: 10.3
SMILES: CO[C@](N)(O)C(C)(N)N

The geometry in XYZ format:
```
22
C4H13N3O2, DFT the ωB97M-V functional and the def2-TZVPD basis
O -0.9523 1.2596 -0.7495
O 0.6643 0.1870 -1.8536
N 1.3272 1.5777 -0.1337
N 1.8579 -1.1373 0.4881
N -0.3573 -1.7145 -0.1756
C 0.4730 -0.6663 0.3876
C -0.0360 -0.3178 1.7856
C -2.2080 0.6064 -0.7295
C 0.4276 0.5707 -0.5547
H 2.2120 -1.3189 -0.4469
H -1.0334 0.1081 1.7316
H -2.8429 1.1366 -0.0152
H -2.1369 -0.4404 -0.4318
H 1.3285 2.3545 -0.7853
H 2.4500 -0.4168 0.8874
H -2.6685 0.6623 -1.7191
H -0.1579 -2.5772 0.3201
H 1.0931 1.9197 0.7895
H 0.1024 0.9020 -2.3083
H -0.0606 -1.2278 2.3801
H -0.1141 -1.8491 -1.1519
H 0.6320 0.3814 2.2850
```

These are the Löwdin partial charges, in e, on atoms 1 to 8:
1 O -0.17
2 O 0.01
3 N 0.14
4 N 0.08
5 N 0.08
6 C -0.59
7 C -0.01
8 C -0.12

=====

Run x
C4H13N3O2 | the ωB97M-V functional and the def2-TZVPD basis

HOMO level in eV: -9.65
2S+1: 1
E_LUMO in eV: 0.90
Orbital gap in eV: 10.5
SMILES: NNC(N)=O.CCCO

The geometry in XYZ format:
```
22
C4H13N3O2, DFT the ωB97M-V functional and the def2-TZVPD basis
O -0.6217 -0.4455 -2.1099
O -0.8994 0.0281 1.6905
N -2.1807 0.7608 -0.9465
N -0.0036 1.4808 -1.1094
N -0.3335 2.4474 -0.1344
C -0.2279 -1.1351 1.2231
C 1.2685 -0.8574 1.0075
C -0.9219 0.5287 -1.4504
C 1.8180 -1.6447 -0.1753
H -0.2551 2.0573 0.8078
H -1.6867 0.1782 1.1447
H 2.8811 -1.4435 -0.3011
H 0.2923 3.2395 -0.2257
H -0.6601 -1.4781 0.2806
H 1.2912 -1.3935 -1.0945
H 0.9625 1.2019 -1.2242
H -2.3638 1.7195 -0.6835
H 1.8261 -1.0967 1.9125
H 1.7120 -2.7057 0.0012
H -2.9332 0.2722 -1.4130
H -0.3597 -1.9275 1.9690
H 1.3955 0.2134 0.8311
```

These are the Löwdin partial charges, in e, on atoms 1 to 8:
1 O 0.03
2 O -0.10
3 N 0.14
4 N -0.01
5 N 0.03
6 C -0.26
7 C -0.24
8 C -0.65

=====

It is run x that is the most stable of them.

=====

Run w
C3H6N3O | the ωB97M-V functional and the def2-TZVPD basis

HOMO level in eV: -15.31
2S+1: 1
E_LUMO in eV: -4.15
Orbital gap in eV: 11.2
SMILES: Cn1cc[n+](O)n1
Charge: +1

The geometry in XYZ format:
```
13
C3H6N3O, DFT the ωB97M-V functional and the def2-TZVPD basis
O -2.5414 -1.0662 -0.0460
N -1.3579 -0.4133 0.0719
N 0.6339 0.1188 0.2643
N -0.2194 -0.9602 0.2412
C -1.3389 0.9549 0.1788
C 2.0022 -0.2161 -0.1039
C 0.0374 1.2522 0.2632
H -2.3048 1.3924 -0.0466
H 1.9396 -0.7234 -1.0369
H -2.5189 -2.1061 -0.2476
H 2.5816 0.6403 0.0015
H 0.6095 2.1545 0.0332
H 2.4773 -1.0276 0.4269
```

These are the Löwdin partial charges, in e, on atoms 1 to 8:
1 O 0.10
2 N -0.18
3 N -0.12
4 N 0.21
5 C 0.09
6 C 0.05
7 C 0.01
8 H 0.15

=====

Run x
C3H6N3O | the ωB97M-V functional and the def2-TZVPD basis

HOMO level in eV: -15.75
2S+1: 1
E_LUMO in eV: -5.42
Orbital gap in eV: 10.3
Charge: +1

The geometry in XYZ format:
```
13
C3H6N3O, DFT the ωB97M-V functional and the def2-TZVPD basis
O -0.7213 -2.5824 0.3798
N -2.7361 -0.6413 0.5755
N 1.2334 -1.7079 -0.5842
N -1.8026 -0.1579 0.0947
C 0.3664 1.1424 0.0643
C -0.6741 0.0847 -0.2988
C 0.3243 -2.3331 -0.0731
H 2.1702 -1.7050 -0.3796
H 0.4960 1.7175 -0.7470
H -0.0989 1.7196 0.9292
H -2.6857 -1.4609 1.3444
H 1.1552 0.5141 0.2806
H -0.3932 -0.3776 -1.2596
```

These are the Löwdin partial charges, in e, on atoms 1 to 8:
1 O 0.16
2 N 0.27
3 N 0.21
4 N 0.03
5 C 0.05
6 C -0.09
7 C -0.34
8 H 0.08

=====

It is run w that is the most stable of them.

=====

Run w
C6H5NO2S | the ωB97M-V functional and the def2-TZVPD basis

HOMO level (alpha / beta) in eV: -9.46 / -9.51
2S+1: 1
E_LUMO (alpha / beta) in eV: -2.24 / -1.67
Orbital gap (alpha / beta) in eV: 7.2 / 7.8

The geometry in XYZ format:
```
15
C6H5NO2S, DFT the ωB97M-V functional and the def2-TZVPD basis
S -0.8708 0.2306 -1.3374
O -0.9647 1.4987 -2.0611
O -0.7160 -0.9956 -2.0871
N -3.9803 -0.6411 1.0084
C 0.7508 0.2977 -0.2257
C 1.8318 0.7790 -1.1463
C -0.3245 -0.8092 1.8284
C -2.8421 -0.6518 1.1324
C -1.5720 -0.8013 1.4688
C 0.7894 -0.2633 0.9949
H 1.3941 1.5706 -1.6152
H 0.0574 -1.0361 2.8637
H 2.6476 1.0079 -0.4468
H 2.0480 0.0531 -1.8655
H 1.7513 -0.2393 1.4886
```

These are the Löwdin partial charges, in e, on atoms 1 to 8:
1 S 0.83
2 O -0.37
3 O -0.35
4 N 0.19
5 C -0.26
6 C -0.06
7 C -0.08
8 C -0.28

=====

Run x
C6H5NO2S | the ωB97M-V functional and the def2-TZVPD basis

HOMO level in eV: -9.08
2S+1: 1
E_LUMO in eV: 0.58
Orbital gap in eV: 9.7
SMILES: O=C1c2ccsc2CN1O

The geometry in XYZ format:
```
15
C6H5NO2S, DFT the ωB97M-V functional and the def2-TZVPD basis
S 1.3320 2.1290 0.3360
O 0.4286 -2.9973 -0.0910
O -2.0706 -1.3267 -0.5967
N 0.1876 -1.6213 -0.3318
C -1.2171 1.7105 0.1720
C 1.4269 -0.7659 -0.0277
C -1.0042 -0.9181 -0.2123
C -0.3472 2.6855 0.4403
C -0.5725 0.4586 0.0100
C 0.7983 0.5540 0.1199
H 1.8744 -1.0154 0.9725
H -0.1662 -3.5599 -0.4707
H -0.4830 3.7997 0.6735
H -2.2228 1.9064 -0.0823
H 2.0360 -1.0392 -0.9119
```

These are the Löwdin partial charges, in e, on atoms 1 to 8:
1 S 1.05
2 O 0.06
3 O 0.09
4 N -0.07
5 C -0.12
6 C -0.07
7 C -0.40
8 C -0.37

=====

It is run x that is the most stable of them.